# 1
{"formula": "C25H32BrF3N3O4", "method": "the ωB97M-V functional and the def2-TZVPD basis", "gap_ev": 9.27, "smiles": "CCOc1cc(CNCCC[NH+]2CCOCC2)cc(Br)c1OCC(=O)Nc1cccc(C(F)(F)F)c1", "de_lowest_kj_mol": 0.0, "total_charge": 1, "homo_energy_ha": -0.41536, "species": ["C", "H", "C", "N", "H", "C", "C", "H", "N", "H", "H", "C", "F", "Br", "H", "C", "C", "C", "H", "O", "H", "H", "H", "C", "C", "O", "H", "H", "H", "H", "C", "H", "H", "N", "O", "C", "H", "H", "F", "C", "O", "C", "H", "C", "C", "H", "H", "H", "C", "C", "F", "C", "H", "C", "C", "H", "H", "H", "C", "C", "H", "H", "H", "C", "C", "H", "H", "H"], "positions_angstrom": [[0.24502, -1.48131, -1.64693], [-4.50593, -0.45179, 0.59959], [3.47601, -3.47936, 0.44969], [2.53845, 0.20004, 1.89760], [-2.77731, 0.84969, -1.03090], [-4.21900, 2.23824, -0.40167], [-2.78298, 0.80781, 0.99336], [-4.37942, 2.92008, 0.43789], [-2.89108, 1.60875, -0.25077], [2.10703, -3.49309, -1.21896], [3.54323, 0.31681, 1.87523], [-0.28183, 0.53870, -2.82987], [-1.89649, -2.11804, 3.42313], [1.39585, 2.84066, -2.96006], [-1.96737, 3.31635, 0.53523], [-2.75524, -1.34499, -0.30166], [1.46215, -0.94890, -1.23487], [2.58794, -2.48103, 4.40951], [-0.86576, 2.17934, -0.27251], [0.59811, 0.97501, 0.97772], [-0.02554, -2.48506, -1.36006], [3.57085, -3.01495, 1.42753], [3.64353, 2.04533, 0.47018], [1.31848, -3.02446, 4.28344], [-1.84705, 2.65325, -0.32545], [2.91870, 0.96034, -1.06588], [-2.07867, -2.30685, -2.66761], [-2.40673, -0.83590, -3.60951], [-4.99535, 1.47414, -0.39680], [-1.68405, -1.38559, -0.09748], [-3.44043, -0.55544, 0.81168], [0.11737, -0.95768, 1.87887], [3.42351, -4.55640, 0.57476], [-2.93175, -0.67350, -1.59722], [-3.27987, 4.02911, -1.71585], [1.81708, 0.96589, 1.05364], [-4.13822, 2.35524, -2.56567], [-1.28926, 4.29218, -1.62152], [-1.12665, -3.33010, 1.83512], [-0.64589, -0.72519, -2.39849], [2.36004, -1.58784, -0.46131], [-1.99706, 3.46305, -1.61469], [-3.13273, -2.37393, -0.32223], [0.81381, -1.37719, 2.58488], [2.97695, -1.41134, 3.62613], [-3.89635, -0.79831, -1.89877], [-3.35006, -1.10789, 1.74528], [-5.22571, 3.54757, -1.80169], [1.78212, 0.38099, -1.58212], [2.22154, -2.98831, -0.25230], [-1.20443, -4.11427, 3.83976], [2.66389, 1.77681, 0.07453], [1.01476, -3.86735, 4.88297], [0.44558, -2.46494, 3.36427], [-0.93053, -3.01908, 3.14076], [4.35209, -3.23361, -0.14354], [3.97462, -1.00868, 3.72181], [-1.71971, 0.67885, 1.20724], [2.09104, -0.84723, 2.70750], [0.92455, 1.07938, -2.41651], [-1.80033, 2.82349, -2.48504], [2.11763, 2.68636, -0.20641], [3.28080, -2.90409, 5.11907], [-2.04768, -1.21100, -2.64942], [-4.26731, 3.03527, -1.70843], [1.33536, -3.18953, 0.36409], [-0.92580, 1.10174, -3.48597], [-3.23672, 1.35584, 1.82176]], "forces_ev_per_a": [[0.213, -0.060, 0.038], [-0.091, -0.032, 0.046], [-0.310, 0.262, -0.200], [0.479, 0.149, 0.249], [-0.027, 0.476, 0.175], [-0.466, 0.385, -0.423], [-0.058, -0.420, 0.526], [0.068, -0.132, 0.018], [0.094, -0.033, -0.127], [-0.056, 0.080, 0.056], [-0.196, 0.022, -0.123], [0.022, -0.034, 0.022], [0.014, 0.215, 0.181], [-0.091, -0.280, 0.049], [-0.031, -0.103, 0.036], [-0.171, -0.150, 0.312], [0.038, 0.249, -0.171], [0.026, 0.031, -0.058], [-0.086, -0.046, 0.028], [-0.067, 0.019, 0.153], [-0.020, -0.128, 0.070], [0.013, 0.004, 0.104], [-0.063, 0.003, 0.010], [-0.222, 0.019, -0.127], [0.429, 0.551, -0.408], [-0.093, -0.278, -0.284], [-0.040, 0.050, -0.022], [0.005, -0.076, 0.037], [0.054, -0.044, 0.044], [-0.052, -0.040, 0.039], [0.211, 0.028, -0.210], [0.005, 0.023, -0.046], [0.009, -0.125, 0.037], [-0.294, -0.275, -0.285], [-0.101, 0.193, -0.016], [0.236, 0.353, -0.106], [-0.034, 0.048, 0.022], [0.035, -0.168, 0.018], [0.136, -0.050, -0.195], [0.088, 0.059, -0.108], [0.085, 0.264, -0.080], [0.141, -0.135, 0.222], [0.086, 0.025, -0.051], [-0.029, -0.055, 0.000], [-0.113, 0.061, -0.025], [0.064, -0.024, 0.034], [-0.032, 0.018, 0.023], [0.018, -0.170, 0.016], [-0.040, -0.041, -0.074], [0.032, -0.475, 0.124], [0.173, -0.119, 0.204], [-0.175, 0.141, 0.083], [-0.022, -0.072, 0.058], [0.133, -0.053, 0.091], [-0.267, 0.012, -0.202], [0.107, -0.017, -0.049], [0.125, 0.059, 0.026], [-0.036, 0.071, -0.047], [-0.336, -0.336, 0.207], [0.248, 0.195, 0.069], [0.023, 0.064, 0.041], [0.071, -0.187, 0.086], [0.090, -0.027, 0.064], [0.166, -0.018, -0.098], [-0.113, -0.161, 0.205], [0.038, 0.043, -0.113], [-0.091, 0.072, -0.080], [0.045, 0.119, -0.094]]}

***

# 2
{"formula": "C31H27AsGeNReS5", "method": "the ωB97M-V functional and the def2-TZVPD basis", "gap_ev": 6.71, "total_charge": 2, "homo_energy_ha": -0.49856, "species": ["H", "C", "Ge", "C", "H", "H", "H", "C", "S", "H", "C", "H", "C", "C", "H", "H", "C", "C", "C", "H", "H", "H", "C", "C", "C", "C", "C", "C", "H", "H", "C", "C", "S", "H", "C", "Re", "H", "S", "C", "S", "H", "C", "S", "C", "C", "C", "H", "H", "H", "C", "H", "H", "C", "C", "H", "H", "C", "N", "C", "H", "C", "C", "H", "C", "H", "H", "As"], "positions_angstrom": [[2.54083, 3.60314, 3.47022], [-4.17687, -3.28789, -1.38735], [0.22813, 3.51149, 1.40898], [-1.94569, 1.22098, 4.12083], [-0.94224, 0.84297, -0.10138], [0.13395, 4.50882, 4.31775], [-2.81165, -4.61624, 1.40364], [0.38561, -4.13788, -3.06208], [-0.29567, -2.64906, -2.39953], [5.83348, 3.79519, 0.80128], [-0.39548, 3.59277, 4.22489], [1.95627, 4.08726, -0.85459], [0.46032, -6.49641, -3.46335], [-3.00417, -2.83838, -2.06741], [1.52236, -3.18610, -1.22981], [-3.01686, -2.36096, -3.04403], [3.94961, 4.05552, -0.15993], [-0.82686, 4.04452, -1.26721], [2.59890, 4.07406, 0.04231], [-2.21158, 1.54377, 6.19527], [4.36480, 3.97630, -1.13487], [2.09073, -3.01738, -3.86190], [4.24448, 3.82277, 2.24474], [-2.31853, 2.99198, 0.32664], [-3.29097, 2.91248, -0.67286], [-1.31890, 1.71274, 3.00677], [-2.87313, -4.11344, 0.43328], [2.87374, 3.78601, 2.44337], [2.25260, -7.24772, -4.38690], [4.88907, 3.62705, 3.07595], [2.30410, -5.12362, -4.19323], [-1.70375, -3.81099, -0.24778], [1.86186, 0.23790, 1.82743], [-5.13399, -3.17112, -1.87733], [-1.77952, -3.17263, -1.48724], [1.38651, -0.69400, -0.30398], [-2.66881, 0.42513, 4.09641], [5.70106, -0.24436, 2.09174], [2.03318, 4.00577, 1.32426], [3.30198, -2.54474, 0.46083], [-1.61184, 4.41700, -3.23773], [1.71348, -6.39230, -4.08306], [2.61571, 0.51274, -1.54022], [-4.10813, -3.83450, -0.12607], [-0.56884, 2.87397, 3.03120], [4.75153, 3.91096, 0.93990], [-5.03907, -4.08494, 0.39505], [-1.14235, -5.56525, -2.44829], [-2.53942, 2.59024, 1.27961], [-3.05550, 3.42418, -1.94095], [-1.32164, 1.19370, 2.07078], [-3.79655, 3.45175, -2.71434], [-0.94518, 3.04018, 5.35354], [1.63543, -3.99889, -3.72997], [-0.80255, 3.58992, 6.22779], [-4.22502, 2.38781, -0.45404], [-1.84910, 4.03374, -2.20433], [0.85307, -2.40183, -1.24208], [-0.09715, 0.18341, -0.12744], [0.06283, 4.45683, -1.53888], [-1.71661, 1.90773, 5.32075], [-0.20845, -5.37787, -2.96059], [-0.03777, -7.44575, -3.32851], [-1.07254, 3.50481, -0.02293], [3.18317, -5.04381, -4.77944], [-0.73183, -4.12490, 0.11087], [3.85541, -0.87469, 1.63555]], "forces_ev_per_a": [[-0.352, 0.131, -0.525], [0.747, 1.055, -1.222], [-0.825, 0.049, 0.026], [0.011, 0.832, 1.016], [-0.339, 0.207, 0.153], [0.455, 0.633, -0.214], [-0.005, 0.233, -0.369], [0.991, -0.234, -0.982], [-0.713, -0.370, 0.736], [-0.421, 0.194, 0.067], [-0.343, -1.400, -0.753], [0.294, 0.104, 0.650], [0.432, 0.094, -0.199], [-0.313, -1.123, 0.730], [-0.629, 0.539, -0.038], [-0.298, -0.025, 0.177], [0.013, -0.525, 0.432], [-2.593, -0.876, -0.163], [-1.388, 0.306, -0.847], [-0.070, -0.034, 0.549], [0.211, 0.278, -0.678], [-0.163, -0.147, 0.036], [-0.584, -0.433, -0.743], [-0.592, -0.017, -1.892], [-0.390, -0.527, 0.443], [0.400, -0.371, -0.567], [0.595, -0.293, 0.626], [0.365, 0.599, -0.045], [0.301, -0.816, -0.477], [0.389, 0.103, 0.253], [-1.470, -0.395, -0.088], [0.197, -0.135, -0.449], [1.458, -1.080, 0.263], [-0.025, 0.179, 0.070], [-0.155, 0.429, -0.236], [0.559, 0.521, 0.040], [0.193, -0.414, -0.108], [-0.448, -0.034, 0.080], [0.194, -0.791, 0.245], [0.075, 0.884, 0.720], [-0.501, -0.280, 1.293], [-1.052, 1.351, 1.213], [-0.479, -0.213, -0.093], [-0.470, -0.218, -0.036], [1.043, 1.176, 0.133], [1.431, -0.096, 1.019], [0.478, 0.011, -0.185], [-0.102, 0.343, -0.046], [-0.143, -0.046, 0.685], [0.071, 0.436, 0.369], [-0.466, -0.520, -0.243], [-0.422, -0.338, -0.123], [-0.066, 0.290, -0.338], [-0.352, 0.044, 0.343], [0.047, 0.502, 1.597], [0.186, 0.405, -0.051], [1.157, 0.322, -1.711], [0.590, -0.011, 0.298], [0.116, -0.702, -1.016], [2.391, 1.044, -0.527], [-0.664, -0.842, -0.712], [0.146, -0.557, 0.121], [0.181, -0.158, -0.135], [1.055, 0.182, 1.571], [0.898, 0.305, -0.113], [-0.044, 0.136, 0.288], [-0.792, 0.105, -0.319]]}